A 2-piece molecular cluster, C5H10N2 overall at a distorted geometry. Source: the OMol25 dataset; level of theory: ωB97M-V/def2-TZVPD.

Summary:
2S+1: 1
HOMO-LUMO gap (spin up / spin down) in eV: 7.855 / 7.858
HOMO level (spin up / spin down) in eV: -8.132 / -8.134
Energy above the lowest of the compared OMol25 structures with the same formula, charge and spin in kcal/mol: 169.7
E in eV: -8319.9723

```
17
Properties=species:S:1:pos:R:3:nbo_charge:R:1
C 0.1090 -1.6993 0.9790 -0.4370
C -1.6644 -1.0558 -0.6105 -0.2608
C -0.4418 -2.0348 -0.3994 -0.2814
C 0.4250 -0.6558 -0.0599 -0.1437
C 1.6264 2.3072 -0.1482 -0.9314
N -0.8170 -0.0746 -0.0080 0.0048
N -1.2605 1.0701 0.3055 -0.3557
H -0.4987 -1.5995 1.8827 0.2032
H 1.0248 -2.1670 1.3305 0.2281
H -1.7466 -0.9300 -1.7734 0.2383
H -2.6955 -1.4014 -0.2355 0.2296
H -0.2064 -3.0134 -0.9081 0.2355
H 1.0984 1.3362 0.0250 0.2330
H 2.0148 2.4290 -1.1504 0.2276
H 2.3243 2.3734 0.7174 0.2219
H 1.2532 3.3354 -0.2431 0.2230
H -0.5451 1.7802 0.2962 0.3648
```